1.
The following is a quantum chemistry calculation of C37H44N2O3PtSbSe as an isolated structure, from the Open Molecules 2025 dataset.

Atoms and positions in Å:
Pt1 0.274 0.798 -0.949
C1 3.627 2.717 -2.012
C2 2.931 2.263 -0.742
C3 3.860 2.213 0.453
O1 2.352 0.939 -0.948
C4 1.766 3.223 -0.456
O2 2.017 4.360 -0.139
O3 0.548 2.768 -0.626
H1 4.542 2.145 -2.182
H2 3.884 3.770 -1.911
H3 2.970 2.602 -2.875
H4 4.742 1.607 0.236
H5 3.349 1.796 1.320
H6 4.174 3.228 0.686
H7 2.953 0.350 -1.428
C5 -0.233 3.937 2.385
C6 -1.074 4.817 1.461
C7 -2.577 4.727 1.715
C8 -3.269 3.482 1.163
N1 -2.822 2.222 1.775
C9 -2.269 1.161 1.166
Se1 -2.094 1.001 -0.734
N2 -2.049 0.194 2.080
C10 -1.642 -1.174 1.755
C11 -0.528 -1.785 2.604
C12 0.881 -1.229 2.393
C13 1.011 0.273 2.639
C14 -2.539 0.625 3.311
C15 -2.642 -0.002 4.552
C16 -3.218 0.724 5.574
C17 -3.702 2.025 5.374
C18 -3.620 2.639 4.142
C19 -3.020 1.913 3.117
H8 0.801 4.278 2.388
H9 -0.228 2.895 2.066
H10 -0.599 3.975 3.416
H11 -0.854 4.569 0.423
H12 -0.773 5.856 1.602
H13 -3.075 5.570 1.231
H14 -2.763 4.821 2.786
H15 -3.089 3.392 0.094
H16 -4.347 3.546 1.321
H17 -1.342 -1.146 0.714
H18 -2.533 -1.803 1.834
H19 -0.537 -2.846 2.342
H20 -0.763 -1.721 3.665
H21 1.218 -1.483 1.382
H22 1.543 -1.754 3.084
H23 0.683 0.855 1.775
H24 2.047 0.547 2.836
H25 0.420 0.588 3.502
H26 -2.312 -1.014 4.719
H27 -3.313 0.271 6.551
H28 -4.160 2.552 6.199
H29 -4.023 3.627 3.982
C20 -1.219 -5.733 0.005
C21 -2.037 -4.613 -0.058
C22 -1.547 -3.427 -0.582
C23 -0.236 -3.358 -1.051
C24 0.575 -4.486 -1.002
C25 0.082 -5.671 -0.470
Sb1 0.415 -1.552 -1.919
C26 -0.603 -1.657 -3.752
C27 -1.486 -0.648 -4.118
C28 -2.235 -0.772 -5.281
C29 -2.097 -1.898 -6.077
C30 -1.211 -2.906 -5.716
C31 -0.468 -2.791 -4.552
C32 2.428 -1.917 -2.393
C33 2.898 -1.683 -3.684
C34 4.255 -1.796 -3.957
C35 5.144 -2.127 -2.944
C36 4.684 -2.353 -1.654
C37 3.328 -2.240 -1.373
H30 -1.599 -6.657 0.421
H31 -3.059 -4.666 0.294
H32 -2.198 -2.564 -0.647
H33 1.590 -4.456 -1.382
H34 0.716 -6.548 -0.432
H35 -1.587 0.240 -3.506
H36 -2.925 0.012 -5.563
H37 -2.682 -1.995 -6.981
H38 -1.104 -3.784 -6.340
H39 0.209 -3.589 -4.268
H40 2.210 -1.417 -4.478
H41 4.618 -1.617 -4.960
H42 6.202 -2.207 -3.160
H43 5.378 -2.613 -0.866
H44 2.976 -2.414 -0.362

Atoms 1-6, force components in eV/Å:
Pt 0.80 -0.25 -0.30
C -0.01 -0.09 -0.07
C 0.02 0.29 0.02
C 0.04 -0.06 0.01
O 0.30 -0.24 0.02
C -0.39 -0.10 -0.13

- relative energy (zero: lowest compared OMol25 entry of this formula, charge and spin) (kcal/mol) = 5.6
- charge = +1
- orbital gap (eV) = 8.0
- E (eV) = -123332.8456
- spin multiplicity = 1
- HOMO energy (eV) = -10.8

2.
The following is a quantum chemistry calculation of C25H25AsNOP2ReS4 as an isolated structure, from the Open Molecules 2025 dataset.

Atoms and positions in Å:
Re1 2.740 0.969 1.910
C1 0.939 -0.850 2.005
N1 0.193 -0.345 0.835
P1 -1.422 -0.140 0.825
C2 -2.128 -0.088 -0.772
C3 -3.018 0.907 -1.213
C4 -3.656 0.760 -2.429
C5 -3.442 -0.382 -3.194
C6 -2.596 -1.389 -2.745
C7 -1.938 -1.254 -1.536
C8 -2.224 -1.021 2.100
C9 -1.986 -2.409 2.110
C10 -2.694 -3.211 2.985
C11 -3.634 -2.645 3.842
C12 -3.881 -1.276 3.824
C13 -3.191 -0.459 2.949
P2 1.482 0.530 -0.128
C14 2.393 -0.741 -0.976
C15 1.842 -1.965 -1.367
C16 2.603 -2.854 -2.102
C17 3.909 -2.525 -2.458
C18 4.456 -1.303 -2.086
C19 3.705 -0.406 -1.345
C20 0.697 1.702 -1.188
C21 0.642 3.054 -0.818
C22 0.139 3.987 -1.711
C23 -0.282 3.577 -2.972
C24 -0.208 2.238 -3.349
C25 0.287 1.295 -2.468
H1 0.310 -1.387 2.718
H2 1.336 -0.053 2.756
H3 1.712 -1.551 1.672
H4 -3.255 1.791 -0.632
H5 -4.337 1.527 -2.775
H6 -3.959 -0.498 -4.138
H7 -2.463 -2.287 -3.334
H8 -1.317 -2.065 -1.178
H9 -1.267 -2.865 1.436
H10 -2.520 -4.279 2.997
H11 -4.188 -3.279 4.522
H12 -4.626 -0.849 4.483
H13 -3.458 0.592 2.928
H14 0.829 -2.222 -1.094
H15 2.186 -3.805 -2.406
H16 4.500 -3.225 -3.033
H17 5.465 -1.048 -2.380
H18 4.122 0.562 -1.093
H19 1.008 3.377 0.147
H20 0.106 5.034 -1.441
H21 -0.648 4.312 -3.679
H22 -0.511 1.939 -4.344
H23 0.382 0.260 -2.781
S1 7.089 4.033 5.152
As1 5.717 2.666 5.125
S2 4.759 0.229 2.073
S3 2.653 2.911 2.560
S4 6.369 0.852 2.944
O1 -1.666 1.583 1.354
H24 -1.992 2.222 0.686
H25 -2.063 1.765 2.229

Atoms 1-6, force components in eV/Å:
Re 0.31 0.46 -0.03
C -0.04 -0.13 0.07
N -0.05 0.09 -0.11
P 0.17 0.05 -0.14
C -0.11 -0.01 -0.07
C 0.10 -0.03 0.10

- relative energy (zero: lowest compared OMol25 entry of this formula, charge and spin) (kcal/mol) = 3.8
- charge = +4
- orbital gap (eV) = 6.3
- E (eV) = -154713.2899
- spin multiplicity = 1
- HOMO energy (eV) = -19.1

3.
The following is a quantum chemistry calculation of a 3-piece molecular cluster, C44H86Br2N5O6S2 overall at a distorted geometry, from the Open Molecules 2025 dataset.

Atoms and positions in Å:
C1 1.838 1.911 -1.433
C2 2.703 1.924 -2.524
C3 3.514 0.724 -2.943
C4 2.803 -0.180 -4.020
S1 2.047 0.976 -5.215
N1 1.672 -0.777 -3.284
C5 0.442 -1.124 -4.090
C6 -0.725 -0.196 -3.796
C7 -2.031 -0.846 -4.291
S2 -2.785 0.032 -5.684
C8 2.165 -2.066 -2.969
N2 1.865 -2.673 -1.878
C9 0.960 -2.128 -0.861
C10 1.640 -1.402 0.281
C11 2.191 -2.367 1.330
C12 3.209 -1.746 2.294
C13 4.619 -2.289 2.242
O1 5.422 -1.849 1.163
C14 6.153 -0.665 1.459
C15 7.509 -0.671 0.762
N3 2.952 -2.545 -3.963
C16 2.520 -3.740 -4.726
O2 1.546 -4.379 -3.952
C17 1.932 -5.662 -3.458
C18 0.756 -6.226 -2.688
O3 1.030 -6.139 -1.303
C19 0.559 -7.215 -0.516
C20 1.453 -7.339 0.693
O4 2.711 -7.855 0.320
C21 3.750 -6.902 0.222
C22 4.794 -7.366 -0.791
C23 3.678 -1.425 -4.552
Br1 5.364 -1.494 -3.458
C24 3.977 -1.587 -6.051
Br2 5.336 -2.998 -6.332
C25 4.474 -0.382 -6.834
C26 5.631 0.426 -6.265
H1 0.941 1.306 -1.452
H2 2.030 2.470 -0.528
H3 2.812 2.862 -3.050
H4 4.447 1.115 -3.326
H5 3.650 0.153 -2.040
H6 3.097 1.767 -5.454
H7 0.640 -1.222 -5.156
H8 0.114 -2.109 -3.768
H9 -0.601 0.757 -4.288
H10 -0.795 -0.098 -2.718
H11 -2.761 -0.875 -3.494
H12 -1.857 -1.861 -4.629
H13 -2.030 -0.308 -6.735
H14 2.235 -3.604 -1.739
H15 0.259 -1.491 -1.381
H16 0.397 -2.963 -0.455
H17 2.468 -0.813 -0.110
H18 0.949 -0.695 0.726
H19 2.669 -3.201 0.821
H20 1.334 -2.691 1.911
H21 2.861 -1.990 3.295
H22 3.229 -0.659 2.240
H23 4.615 -3.377 2.215
H24 5.095 -2.025 3.185
H25 6.329 -0.548 2.524
H26 5.585 0.185 1.083
H27 7.653 0.206 0.144
H28 7.614 -1.554 0.142
H29 8.315 -0.707 1.486
H30 2.053 -3.476 -5.668
H31 3.363 -4.403 -4.872
H32 2.176 -6.323 -4.284
H33 2.752 -5.581 -2.744
H34 -0.109 -5.598 -2.905
H35 0.489 -7.226 -3.015
H36 0.619 -8.157 -1.060
H37 -0.477 -7.077 -0.198
H38 1.563 -6.341 1.117
H39 0.988 -7.969 1.443
H40 3.377 -5.927 -0.091
H41 4.207 -6.750 1.200
H42 4.985 -6.582 -1.515
H43 4.451 -8.256 -1.298
H44 5.733 -7.547 -0.281
H45 3.124 -1.994 -6.574
H46 3.666 0.292 -7.076
H47 4.803 -0.772 -7.791
H48 5.517 0.693 -5.222
H49 6.573 -0.098 -6.372
H50 5.713 1.354 -6.820
C27 -5.298 1.484 1.111
C28 -3.918 1.889 0.536
C29 -3.587 3.329 0.936
C30 -4.331 4.397 0.133
C31 -4.190 4.149 -1.367
C32 -4.620 2.740 -1.769
N4 -3.905 1.711 -0.950
O5 -2.695 1.560 -1.377
C33 -6.146 2.609 -1.618
C34 -4.335 2.507 -3.242
C35 -2.905 0.959 1.191
H51 -5.821 0.798 0.445
H52 -5.183 0.968 2.063
H53 -5.945 2.340 1.299
H54 -2.512 3.498 0.814
H55 -3.800 3.455 2.000
H56 -5.385 4.428 0.420
H57 -3.923 5.379 0.378
H58 -4.781 4.874 -1.928
H59 -3.146 4.306 -1.658
H60 -6.471 1.591 -1.835
H61 -6.637 3.275 -2.326
H62 -6.516 2.880 -0.634
H63 -3.288 2.674 -3.488
H64 -4.924 3.185 -3.858
H65 -4.594 1.484 -3.523
H66 -3.083 -0.080 0.906
H67 -3.000 1.039 2.272
H68 -1.880 1.219 0.930
C36 -1.953 5.827 6.743
C37 -3.272 5.560 5.976
C38 -4.446 6.235 6.693
C39 -4.928 5.502 7.944
C40 -5.180 4.026 7.645
C41 -3.967 3.337 7.024
N5 -3.491 4.087 5.822
O6 -4.271 3.856 4.821
C42 -2.852 3.210 8.077
C43 -4.322 1.908 6.638
C44 -3.104 6.208 4.607
H69 -1.270 4.982 6.665
H70 -1.433 6.688 6.327
H71 -2.114 6.041 7.799
H72 -5.288 6.317 5.998
H73 -4.159 7.256 6.951
H74 -4.207 5.612 8.758
H75 -5.853 5.962 8.296
H76 -5.457 3.500 8.560
H77 -6.033 3.938 6.966
H78 -1.951 2.780 7.637
H79 -3.184 2.547 8.876
H80 -2.583 4.150 8.550
H81 -5.178 1.863 5.969
H82 -4.575 1.345 7.535
H83 -3.479 1.413 6.152
H84 -2.299 5.732 4.043
H85 -2.853 7.259 4.741
H86 -4.016 6.160 4.014

Atoms 1-6, force components in eV/Å:
C 0.83 -0.19 -1.27
C -1.35 0.17 1.55
C -1.89 -0.25 -1.48
C 0.48 1.32 0.43
S -0.39 -0.28 -0.55
N 0.16 -0.90 -0.05

- ⟨S²⟩ = 2.008
- charge = +1
- orbital gap (alpha / beta) (eV) = 7.1 / 7.5
- E (eV) = -228499.0829
- spin multiplicity = 3
- HOMO energy (alpha / beta) (eV) = -9.8 / -10.2

4.
The following is a quantum chemistry calculation of an isolated ion of composition C9H19N4 and charge +1 at a distorted geometry, from the Open Molecules 2025 dataset.

Atoms and positions in Å:
C1 -1.162 0.734 -2.052
C2 -0.022 0.687 -1.052
N1 0.423 1.986 -0.764
C3 1.011 2.336 0.505
C4 0.207 1.649 1.653
N2 0.246 0.263 1.457
C5 -0.546 -0.572 2.475
C6 -0.974 -1.860 1.645
N3 -0.686 -1.498 0.210
C7 0.413 -2.251 -0.373
C8 0.833 -1.683 -1.725
N4 1.221 -0.220 -1.413
C9 -0.550 -0.058 0.359
H1 -1.853 -0.049 -2.187
H2 -0.885 1.005 -3.043
H3 -1.788 1.603 -1.727
H4 0.168 2.693 -1.495
H5 0.889 3.433 0.607
H6 2.024 2.087 0.501
H7 0.662 2.042 2.595
H8 -0.852 2.069 1.582
H9 -1.467 -0.028 2.695
H10 0.068 -0.867 3.331
H11 -0.390 -2.670 1.872
H12 -2.051 -1.984 1.665
H13 0.127 -3.267 -0.377
H14 1.283 -2.193 0.211
H15 1.677 -2.200 -2.131
H16 0.034 -1.543 -2.352
H17 1.902 -0.132 -0.691
H18 1.606 0.257 -2.317
H19 -1.567 0.229 0.335

Atoms 1-6, force components in eV/Å:
C -0.14 1.91 0.29
C -0.74 -1.35 3.36
N -0.68 0.38 -2.33
C -2.54 1.02 0.41
C 0.34 3.46 0.10
N -0.78 -2.52 1.91

- relative energy (zero: lowest compared OMol25 entry of this formula, charge and spin) (kcal/mol) = 33.3
- structure (SMILES) = C[C@]12NCCN3CCN(CC[NH2+]1)[C@@H]32
- charge = +1
- orbital gap (eV) = 9.8
- E (eV) = -15593.7717
- spin multiplicity = 1
- HOMO energy (eV) = -12.5